# 1
Entry from the OMol25 dataset: 14 unconnected molecules or ions with the total composition C84H70N14O28 in a non-equilibrium geometry (the ωB97M-V functional and the def2-TZVPD basis).

## Properties
- E_tot (eV) = -166390.1425
- highest occupied orbital energy (eV) = -9.95
- multiplicity = 1

Positions of all 196 atoms, in Å:
C (-4.4660, 12.3765, 6.7432)
C (-3.8490, 11.8732, 5.5857)
C (-3.4217, 10.5516, 5.5483)
C (-3.5922, 9.7205, 6.6725)
C (-4.1907, 10.2243, 7.8003)
C (-4.7251, 11.5137, 7.8199)
N (-3.1082, 8.2946, 6.6011)
O (-2.4268, 7.8757, 5.6764)
O (-3.4201, 7.5529, 7.5313)
H (-4.9126, 13.3578, 6.6814)
H (-3.7875, 12.6424, 4.8300)
H (-2.9812, 10.1961, 4.6285)
H (-4.3038, 9.5463, 8.6333)
H (-5.2096, 11.9321, 8.6897)
C (-6.8067, 1.8003, 0.2015)
C (-5.8024, 1.5716, 1.0851)
C (-6.2169, 1.3964, 2.4057)
C (-7.5291, 1.4101, 2.8167)
C (-8.4982, 1.6220, 1.8123)
C (-8.1205, 1.7491, 0.5195)
N (-7.9395, 1.1884, 4.2228)
O (-7.1281, 0.7959, 5.0555)
O (-9.1380, 1.2795, 4.4918)
H (-6.4677, 1.8937, -0.8197)
H (-4.7665, 1.6177, 0.7830)
H (-5.5085, 1.2518, 3.2080)
H (-9.5712, 1.5984, 1.9330)
H (-8.8358, 1.7115, -0.2888)
C (2.2994, -3.3017, -8.6853)
C (3.6814, -3.0610, -8.7212)
C (4.4530, -3.9605, -9.3609)
C (3.9135, -5.1038, -10.0365)
C (2.5356, -5.3740, -9.9179)
C (1.7556, -4.4242, -9.2641)
N (4.8632, -5.9994, -10.7908)
O (4.3296, -6.8420, -11.4989)
O (6.0632, -5.9136, -10.5201)
H (1.6276, -2.7402, -8.0529)
H (4.1147, -2.2014, -8.2315)
H (5.5107, -3.7804, -9.4843)
H (2.2057, -6.2516, -10.4539)
H (0.6759, -4.4406, -9.2811)
C (-0.4458, 3.8514, -0.9330)
C (0.1420, 3.2146, 0.1414)
C (0.5395, 1.8797, 0.1078)
C (0.3013, 1.0671, -1.0803)
C (-0.3020, 1.7680, -2.1783)
C (-0.6685, 3.1074, -2.0882)
N (0.4401, -0.4628, -1.0931)
O (0.2300, -1.1351, -2.1084)
O (0.8328, -0.9818, -0.0856)
H (-0.7233, 4.8897, -0.8264)
H (0.3908, 3.7923, 1.0193)
H (0.9367, 1.4459, 1.0135)
H (-0.5895, 1.1948, -3.0473)
H (-1.2369, 3.5164, -2.9104)
C (3.9974, 2.1087, 6.9697)
C (3.0550, 2.9959, 7.4790)
C (2.8737, 3.1438, 8.8470)
C (3.6171, 2.4265, 9.7430)
C (4.5742, 1.5444, 9.2387)
C (4.7241, 1.4064, 7.8699)
N (3.5413, 2.6886, 11.2138)
O (4.1911, 2.0771, 11.9927)
O (2.8045, 3.6282, 11.6191)
H (4.2118, 1.9995, 5.9169)
H (2.3989, 3.5378, 6.8140)
H (2.1057, 3.8055, 9.2196)
H (5.2149, 0.9452, 9.8687)
H (5.4951, 0.7755, 7.4527)
C (-6.9501, -5.3216, -8.9690)
C (-6.9461, -3.9451, -9.2624)
C (-6.5482, -3.0481, -8.2457)
C (-6.2235, -3.4798, -6.9533)
C (-6.2591, -4.8258, -6.7199)
C (-6.6397, -5.7242, -7.6415)
N (-5.6889, -2.5043, -5.9000)
O (-6.0428, -2.8365, -4.7366)
O (-5.0996, -1.4437, -6.2258)
H (-7.2398, -6.0444, -9.7173)
H (-7.1317, -3.6103, -10.2723)
H (-6.5808, -2.0103, -8.5428)
H (-5.9126, -5.1672, -5.7556)
H (-6.5695, -6.7812, -7.4315)
C (-3.7833, 5.8667, -9.3892)
C (-2.4456, 5.5543, -9.5717)
C (-1.6776, 6.4141, -10.2984)
C (-2.2848, 7.5198, -10.9274)
C (-3.6391, 7.7436, -10.7901)
C (-4.3753, 6.9848, -9.9601)
N (-1.4412, 8.3324, -11.8664)
O (-0.2273, 8.1944, -11.9058)
O (-1.9883, 8.9586, -12.7188)
H (-4.3181, 5.2277, -8.7021)
H (-1.9177, 4.8204, -8.9807)
H (-0.6122, 6.2449, -10.2460)
H (-4.0734, 8.6212, -11.2458)
H (-5.4207, 7.1650, -9.7574)
C (5.0798, 7.3845, 0.2354)
C (5.5942, 8.6047, -0.1214)
C (6.4915, 9.2651, 0.7304)
C (6.7808, 8.7305, 1.9932)
C (6.2667, 7.4757, 2.3717)
C (5.4099, 6.8360, 1.4696)
N (7.6159, 9.4254, 3.0077)
O (8.0451, 10.5479, 2.7561)
O (7.8621, 8.9369, 4.0913)
H (4.4102, 6.9431, -0.4879)
H (5.5040, 9.0381, -1.1065)
H (7.0310, 10.1430, 0.4070)
H (6.3438, 7.1236, 3.3898)
H (4.8354, 5.9466, 1.6822)
C (8.0691, -4.5882, 2.1637)
C (6.6965, -4.5523, 2.5183)
C (6.1528, -5.5554, 3.2440)
C (6.9594, -6.6161, 3.6860)
C (8.2590, -6.6813, 3.2244)
C (8.8374, -5.6213, 2.5807)
N (6.4954, -7.7015, 4.5432)
O (7.2126, -8.6763, 4.7172)
O (5.3848, -7.6232, 5.0797)
H (8.4874, -3.7541, 1.6200)
H (6.0894, -3.7529, 2.1196)
H (5.1465, -5.5239, 3.6350)
H (8.9000, -7.4824, 3.5614)
H (9.8429, -5.6732, 2.1899)
C (0.0021, -9.4534, 3.2369)
C (0.7640, -9.0051, 2.1736)
C (1.4690, -9.9084, 1.3719)
C (1.2564, -11.2849, 1.5379)
C (0.4453, -11.7099, 2.5934)
C (-0.1794, -10.8084, 3.4490)
N (2.1276, -12.2401, 0.7566)
O (2.6146, -11.8707, -0.3078)
O (2.2659, -13.3742, 1.1873)
H (-0.5454, -8.6958, 3.7779)
H (0.8525, -7.9320, 2.0896)
H (2.1771, -9.6239, 0.6076)
H (0.3840, -12.7871, 2.6400)
H (-0.7736, -11.0988, 4.3028)
C (-6.1053, -6.2057, 1.5719)
C (-6.2538, -7.5768, 1.5091)
C (-5.5494, -8.2738, 0.4965)
C (-4.5947, -7.5293, -0.2341)
C (-4.4414, -6.1633, -0.0834)
C (-5.2625, -5.4471, 0.7595)
N (-3.7813, -8.2191, -1.2358)
O (-4.1927, -9.3695, -1.5816)
O (-2.7668, -7.7065, -1.6394)
H (-6.8060, -5.7151, 2.2312)
H (-6.9954, -8.0949, 2.0988)
H (-5.7759, -9.2888, 0.2050)
H (-3.7168, -5.6370, -0.6870)
H (-5.1744, -4.3755, 0.6580)
C (4.3264, -7.1106, -4.0436)
C (5.2251, -6.5480, -3.1557)
C (6.3285, -7.3298, -2.8090)
C (6.5272, -8.6387, -3.2957)
C (5.6622, -9.0834, -4.2760)
C (4.5107, -8.3774, -4.6156)
N (7.7267, -9.4109, -2.8857)
O (7.7469, -10.6230, -3.0224)
O (8.6556, -8.8017, -2.3704)
H (3.5036, -6.4680, -4.3199)
H (5.1091, -5.6031, -2.6458)
H (7.0229, -6.9362, -2.0815)
H (5.7528, -10.0474, -4.7546)
H (3.6748, -8.7472, -5.1908)
C (0.6579, 13.1253, 1.4562)
C (0.2376, 14.4901, 1.5737)
C (-0.7424, 14.9993, 0.7097)
C (-1.3130, 14.1377, -0.2818)
C (-0.9142, 12.7807, -0.3339)
C (0.1321, 12.2906, 0.4856)
N (-2.3990, 14.6539, -1.1799)
O (-3.0325, 13.8907, -1.8791)
O (-2.5722, 15.9031, -1.1961)
H (1.3243, 12.7344, 2.2108)
H (0.6400, 15.1970, 2.2843)
H (-1.0289, 16.0364, 0.8030)
H (-1.2531, 12.0762, -1.0790)
H (0.5155, 11.2962, 0.3107)
C (-2.1363, -6.3123, 8.5085)
C (-2.9258, -5.3382, 7.8518)
C (-2.3716, -4.3363, 7.1263)
C (-1.0001, -4.3597, 6.8140)
C (-0.1665, -5.3213, 7.3998)
C (-0.7459, -6.2784, 8.2499)
N (-0.5050, -3.3045, 5.9005)
O (-1.2676, -2.4766, 5.3815)
O (0.7100, -3.3612, 5.6128)
H (-2.5197, -7.0166, 9.2318)
H (-3.9937, -5.3618, 8.0112)
H (-3.0380, -3.5612, 6.7779)
H (0.8976, -5.3057, 7.2162)
H (-0.1298, -7.0413, 8.7026)

=====

# 2
Entry from the OMol25 dataset: a molecular structure, C85H188N11O14 in a non-equilibrium geometry (the ωB97M-V functional and the def2-TZVPD basis).

## Properties
- E_tot (eV) = -136174.2661
- highest occupied orbital energy (eV) = -18.91
- multiplicity = 1
- net charge = +7

Positions of all 298 atoms, in Å:
C (3.3304, -5.9415, 0.2285)
C (4.1929, -5.9672, -0.9794)
O (4.6173, -6.9800, -1.5327)
N (4.1769, -4.6542, -1.7489)
H (3.2338, -4.3189, -1.8835)
H (4.5010, -3.9204, -1.1353)
C (4.9998, -4.6510, -3.0774)
H (2.4810, -6.5710, -0.0366)
H (2.9410, -4.9630, 0.5099)
H (3.8774, -6.1709, 1.1430)
H (4.4700, -5.3335, -3.7419)
H (6.0267, -5.0098, -3.0068)
H (4.9985, -3.6475, -3.5028)
C (-3.9536, -4.5825, 2.5320)
C (-3.8117, -5.3163, 3.8362)
O (-4.7454, -5.9168, 4.3892)
N (-2.5058, -4.9883, 4.5698)
H (-1.7486, -5.5436, 4.1977)
H (-2.2560, -4.0354, 4.3469)
C (-2.5722, -5.2131, 6.1061)
H (-4.1805, -3.5223, 2.6448)
H (-4.7156, -4.9842, 1.8642)
H (-3.0153, -4.7513, 2.0036)
H (-3.2071, -4.5188, 6.6566)
H (-1.5745, -5.1829, 6.5441)
H (-2.9265, -6.2437, 6.1255)
C (5.2474, -0.1745, 5.9483)
C (5.6084, -1.3666, 5.0108)
C (5.9228, -2.7583, 5.7416)
N (6.0600, -3.9192, 4.7148)
C (6.3603, -5.1996, 5.5784)
C (6.7163, -6.4501, 4.7279)
C (7.8795, -6.1436, 3.8682)
C (7.7115, -4.8600, 2.9770)
C (7.2057, -3.6051, 3.7231)
C (4.7304, -4.1821, 3.9839)
H (5.9323, 0.0927, 6.7531)
H (4.3180, -0.1948, 6.5176)
H (5.1406, 0.6705, 5.2681)
H (6.4376, -0.9588, 4.4326)
H (4.6907, -1.4758, 4.4329)
H (5.0535, -2.9477, 6.3713)
H (6.8828, -2.5867, 6.2284)
H (7.1176, -5.0683, 6.3512)
H (5.3990, -5.3368, 6.0735)
H (6.9710, -7.2700, 5.3995)
H (5.9325, -6.9004, 4.1188)
H (8.8043, -6.0196, 4.4317)
H (8.0536, -6.9804, 3.1919)
H (8.6303, -4.5928, 2.4549)
H (6.9452, -5.1104, 2.2434)
H (7.9948, -3.2555, 4.3889)
H (6.8953, -2.8361, 3.0157)
H (3.9422, -4.3389, 4.7202)
H (4.9009, -5.1187, 3.4530)
H (4.4900, -3.3912, 3.2735)
C (-1.5748, -0.2262, -10.7575)
C (-1.9885, -0.5306, -9.3053)
C (-1.2611, 0.4328, -8.2891)
N (-1.5796, 0.1603, -6.8026)
C (-3.0679, 0.5567, -6.5190)
C (-3.3329, 0.6675, -4.9933)
C (-2.4403, 1.5808, -4.1894)
C (-1.0440, 1.1840, -4.4271)
C (-0.7347, 1.1345, -5.9613)
C (-1.2867, -1.3072, -6.3124)
H (-0.5162, -0.4329, -10.9148)
H (-1.7009, 0.8223, -11.0272)
H (-2.1155, -0.7728, -11.5301)
H (-1.6238, -1.5470, -9.1569)
H (-3.0490, -0.6500, -9.0836)
H (-1.6451, 1.4386, -8.4597)
H (-0.1729, 0.3783, -8.3228)
H (-3.4525, 1.4135, -7.0721)
H (-3.6379, -0.2323, -7.0096)
H (-4.3050, 1.1431, -4.8630)
H (-3.3472, -0.3345, -4.5645)
H (-2.6185, 2.5400, -4.6756)
H (-2.6715, 1.7180, -3.1331)
H (-0.2985, 1.8885, -4.0582)
H (-0.8797, 0.2370, -3.9130)
H (-0.8419, 2.1335, -6.3840)
H (0.3123, 0.8576, -6.0845)
H (-1.7986, -2.0151, -6.9642)
H (-1.5618, -1.5046, -5.2764)
H (-0.2241, -1.5067, -6.4515)
C (0.2213, 12.4260, -2.9779)
C (0.7900, 11.5095, -1.8800)
C (-0.0396, 10.1223, -1.8736)
N (0.5210, 9.0139, -0.9191)
C (0.1932, 9.6252, 0.5502)
C (0.4092, 8.4671, 1.5721)
C (-0.5477, 7.2761, 1.2065)
C (-0.2097, 6.7051, -0.1939)
C (-0.2843, 7.8034, -1.2881)
C (1.9967, 8.7294, -1.1264)
H (-0.0545, 11.9450, -3.9163)
H (0.9691, 13.2170, -3.0341)
H (-0.6922, 12.9374, -2.6742)
H (0.7309, 12.0291, -0.9236)
H (1.8039, 11.1535, -2.0626)
H (0.0243, 9.6742, -2.8653)
H (-1.0755, 10.3448, -1.6175)
H (-0.8135, 10.0108, 0.7113)
H (0.8491, 10.4683, 0.7669)
H (0.2757, 8.7543, 2.6151)
H (1.4189, 8.0600, 1.6259)
H (-1.5286, 7.7497, 1.2486)
H (-0.4307, 6.4730, 1.9341)
H (-0.7764, 5.8323, -0.5181)
H (0.7944, 6.2820, -0.1623)
H (-1.3041, 8.1612, -1.1466)
H (-0.0021, 7.3305, -2.2287)
H (2.1462, 8.5763, -2.1952)
H (2.3148, 7.7886, -0.6770)
H (2.5699, 9.5765, -0.7496)
C (-3.0002, -4.1779, -1.2215)
C (-1.6911, -5.0577, -1.2954)
C (-1.7806, -6.1873, -2.3623)
N (-0.6743, -7.3438, -2.3262)
C (-0.7997, -8.1261, -0.9666)
C (0.7459, -6.7851, -2.4820)
C (1.6390, -7.9986, -3.0558)
C (0.6357, -8.8802, -3.8652)
C (-0.7447, -8.2949, -3.5698)
H (-2.9661, -3.6649, -0.2604)
H (-3.8799, -4.8198, -1.2665)
H (-3.1717, -3.5395, -2.0882)
H (-1.5788, -5.4438, -0.2823)
H (-0.8252, -4.4306, -1.5080)
H (-1.6601, -5.8414, -3.3889)
H (-2.6862, -6.7881, -2.2780)
H (-0.7910, -7.4065, -0.1479)
H (0.0522, -8.8036, -0.9088)
H (-1.7349, -8.6733, -1.0849)
H (1.0449, -6.3327, -1.5364)
H (0.6608, -6.0044, -3.2379)
H (2.0877, -8.6437, -2.3003)
H (2.4573, -7.5132, -3.5877)
H (0.6950, -9.9393, -3.6145)
H (0.9666, -8.7981, -4.9005)
H (-1.5633, -8.9719, -3.3255)
H (-1.0237, -7.7081, -4.4450)
C (0.7711, 1.7452, 8.7453)
C (0.6516, 0.4308, 7.8757)
C (1.2960, -0.9049, 8.4782)
N (0.6264, -2.2580, 8.0109)
C (-0.8654, -2.3881, 8.5456)
C (0.6148, -2.4720, 6.4567)
C (1.9660, -3.2126, 6.1389)
C (2.5666, -3.6415, 7.4724)
C (1.5549, -3.3721, 8.5662)
H (1.8405, 1.9499, 8.7968)
H (0.2949, 1.6556, 9.7216)
H (0.2387, 2.5970, 8.3221)
H (0.8968, 0.5826, 6.8246)
H (-0.4283, 0.2918, 7.9281)
H (1.2183, -0.9047, 9.5655)
H (2.3394, -1.0414, 8.1941)
H (-1.4312, -1.5212, 8.2042)
H (-0.7880, -2.2101, 9.6182)
H (-1.2461, -3.3582, 8.2262)
H (-0.2435, -3.0941, 6.2026)
H (0.5853, -1.5645, 5.8537)
H (1.6529, -4.0623, 5.5322)
H (2.6751, -2.6541, 5.5277)
H (2.9476, -4.6618, 7.5161)
H (3.3764, -2.9518, 7.7103)
H (1.0758, -4.3510, 8.5484)
H (1.9273, -3.0464, 9.5374)
C (-3.8250, 3.5883, 2.5013)
C (-4.2732, 2.1805, 2.2478)
C (-5.2796, 1.8395, 1.0979)
N (-5.6515, 0.3807, 0.8330)
C (-6.2842, -0.1829, 2.1801)
C (-4.5299, -0.4452, 0.1774)
C (-4.4084, -0.1722, -1.2947)
C (-5.8192, 0.4599, -1.5954)
C (-6.7045, 0.3640, -0.3335)
H (-4.5996, 4.1913, 2.9751)
H (-3.4975, 4.1363, 1.6178)
H (-2.9839, 3.6338, 3.1932)
H (-4.7144, 1.7993, 3.1688)
H (-3.3794, 1.5697, 2.1207)
H (-4.8925, 2.2646, 0.1719)
H (-6.2336, 2.3389, 1.2669)
H (-7.2412, 0.2850, 2.4106)
H (-5.5686, -0.1943, 3.0022)
H (-6.3693, -1.2302, 1.8904)
H (-4.8337, -1.4920, 0.1743)
H (-3.6331, -0.3997, 0.7953)
H (-4.1706, -1.0393, -1.9109)
H (-3.6252, 0.5829, -1.3613)
H (-6.2965, -0.1123, -2.3909)
H (-5.7233, 1.4689, -1.9965)
H (-7.1606, -0.6255, -0.3650)
H (-7.5178, 1.0852, -0.4143)
C (-2.7793, 4.8701, -2.3332)
C (-4.0658, 4.7248, -3.0496)
C (-4.1283, 5.3058, -4.4733)
N (-5.6641, 5.2920, -4.9883)
C (-6.0418, 3.7869, -5.2261)
C (-5.6194, 6.0547, -6.2360)
C (-5.8101, 7.5463, -5.9263)
C (-6.2261, 7.5728, -4.4907)
C (-6.6823, 6.0696, -4.2431)
H (-2.0237, 4.3489, -2.9210)
H (-2.9597, 4.3995, -1.3667)
H (-2.5277, 5.9165, -2.1604)
H (-4.7819, 5.2415, -2.4106)
H (-4.4026, 3.6882, -3.0651)
H (-3.5119, 4.7652, -5.1916)
H (-3.9190, 6.3728, -4.3971)
H (-6.2300, 3.3403, -4.2498)
H (-5.1398, 3.3211, -5.6230)
H (-6.9271, 3.7326, -5.8597)
H (-6.4243, 5.6728, -6.8640)
H (-4.7318, 5.8024, -6.8163)
H (-6.5994, 7.9222, -6.5772)
H (-4.8738, 8.0879, -6.0611)
H (-7.0449, 8.2917, -4.4623)
H (-5.4080, 7.9867, -3.9012)
H (-7.6673, 5.8607, -4.6605)
H (-6.6583, 5.9544, -3.1595)
C (2.2803, 4.0138, 1.3671)
C (2.4610, 3.7969, -0.1542)
C (3.9714, 3.5904, -0.4672)
N (4.2991, 3.3863, -2.0063)
C (5.7200, 4.0669, -2.1658)
C (4.2757, 1.8909, -2.3886)
C (2.9435, 1.7736, -3.1773)
C (2.2649, 3.1184, -3.2961)
C (3.3751, 4.0583, -3.0748)
H (2.7181, 4.9652, 1.6696)
H (2.7302, 3.1795, 1.9053)
H (1.2461, 4.2099, 1.6498)
H (2.0321, 4.6059, -0.7456)
H (1.9745, 2.8355, -0.3187)
H (4.3462, 2.6816, 0.0036)
H (4.4971, 4.4353, -0.0223)
H (5.5952, 5.1357, -1.9918)
H (6.1446, 3.9486, -3.1627)
H (6.3842, 3.6039, -1.4361)
H (5.0589, 1.6617, -3.1112)
H (4.2336, 1.1870, -1.5574)
H (3.1112, 1.4951, -4.2177)
H (2.2981, 1.0353, -2.7015)
H (1.8203, 3.1450, -4.2910)
H (1.4795, 3.1062, -2.5404)
H (4.0225, 4.0344, -3.9514)
H (3.1333, 5.1037, -2.8830)
C (-1.4735, 2.2841, -0.3633)
C (-0.8457, 0.8741, -0.3567)
C (-0.2573, 0.5114, 0.9742)
N (0.4896, -0.8684, 0.9979)
C (1.6709, -0.8731, -0.0211)
C (-0.4749, -2.0629, 0.6686)
C (0.2101, -3.2153, 1.2377)
C (0.9512, -2.7118, 2.4781)
C (0.9969, -1.2056, 2.4279)
H (-2.1855, 2.4672, 0.4414)
H (-1.9613, 2.4595, -1.3222)
H (-0.7217, 3.0678, -0.4575)
H (-0.0812, 0.8581, -1.1336)
H (-1.5612, 0.1170, -0.6777)
H (-1.0633, 0.4041, 1.7001)
H (0.4074, 1.2831, 1.3626)
H (1.2769, -0.9185, -1.0364)
H (2.3148, -1.7174, 0.2253)
H (2.2142, 0.0491, 0.1846)
H (-0.6244, -2.0122, -0.4099)
H (-1.4414, -1.7965, 1.0964)
H (0.9271, -3.6390, 0.5345)
H (-0.5041, -3.9828, 1.5360)
H (1.9513, -3.1389, 2.4040)
H (0.4525, -3.0683, 3.3794)
H (1.9885, -0.7971, 2.6228)
H (0.1208, -0.8671, 2.9812)
O (0.8548, -6.9616, 1.8589)
C (1.0476, -6.3624, 3.0305)
O (0.0093, -6.2009, 3.7493)
O (2.1900, -5.9370, 3.3348)
H (-0.0345, -7.3052, 1.9715)
O (-3.5080, -0.7378, 5.4778)
C (-2.7872, -1.2691, 4.5242)
O (-2.1438, -2.2318, 4.9819)
O (-2.7809, -0.9130, 3.3295)
H (-3.0876, -1.4809, 5.9168)
O (4.9463, -0.9307, 1.3921)
C (5.0106, -1.7281, 0.3825)
O (5.0158, -1.1683, -0.6833)
O (5.0164, -2.9177, 0.4446)
H (4.9207, -0.3328, 0.6415)
O (0.1257, -2.0574, -2.9730)
C (0.9304, -3.1341, -3.0851)
O (1.6116, -3.4495, -2.1388)
O (0.8138, -3.7143, -4.1771)
H (-0.2262, -2.4085, -3.7943)

=====

no.,orbital gap (eV),LUMO energy (eV)
1,8.9228,-1.03
2,7.1237,-11.79